1.
{"formula": "CH5NOP", "method": "wB97M-V/def2-TZVPD", "gap_ha": 0.26318, "e_lumo_ev": 4.81, "total_charge": -1, "de_lowest_kcal_mol": 111.1, "species": ["H", "O", "C", "P", "H", "N", "H", "H", "H"], "xyz": [[-1.3623, -0.9194, 0.9768], [2.9715, -0.0622, -0.1189], [0.8190, -0.7231, -0.0902], [-0.8852, -0.1680, -0.3075], [1.1811, -1.6642, 0.3145], [1.7159, 0.1719, -0.1361], [-0.0430, 1.2229, -1.2997], [-0.8178, 0.9396, 0.5374], [1.1732, 1.1643, -0.3845]]}

***

2.
{"formula": "C58H54BrGeN10O4P2SSe3Y", "method": "wB97M-V/def2-TZVPD", "gap_ha": 0.11988, "e_lumo_ev": 3.33, "total_charge": -2, "de_lowest_kcal_mol": 21.5, "species": ["H", "C", "C", "H", "C", "N", "H", "N", "N", "Br", "H", "C", "C", "P", "H", "C", "Se", "H", "C", "H", "C", "C", "P", "O", "N", "C", "C", "C", "H", "H", "H", "Ge", "H", "C", "C", "O", "H", "H", "C", "H", "H", "O", "C", "C", "C", "C", "C", "C", "H", "H", "Se", "N", "H", "H", "H", "H", "C", "H", "C", "H", "H", "H", "N", "C", "H", "H", "H", "C", "N", "H", "C", "C", "Se", "H", "C", "H", "H", "C", "H", "H", "C", "C", "H", "C", "S", "H", "C", "H", "H", "H", "C", "H", "N", "C", "C", "H", "C", "C", "C", "C", "H", "C", "C", "H", "C", "C", "H", "H", "C", "H", "H", "H", "C", "C", "C", "C", "C", "C", "O", "H", "H", "H", "N", "Y", "C", "C", "H", "C", "C", "C", "C", "N", "H", "H", "C"], "xyz": [[4.4675, 3.8657, 5.0361], [-3.9767, -0.4078, -1.3699], [-0.3276, -3.5283, -2.4757], [3.2238, 4.1846, -3.0206], [0.1515, -4.5903, 4.6628], [-1.4361, 1.6210, 1.8292], [5.6883, 7.7849, 3.7743], [2.7387, -0.4705, 2.8397], [2.4262, 3.6966, 3.3752], [6.5206, -2.7788, 4.2863], [3.6756, -0.2870, 1.0202], [-5.0527, 1.6050, 1.1764], [3.9420, 6.9709, 2.8007], [-1.8661, -2.0504, -0.6257], [-1.1800, -5.6006, 6.0189], [-2.8357, 3.1276, 0.4984], [-2.7484, -2.1781, 1.3307], [4.6236, 0.3701, -1.2619], [-4.0964, 3.5029, 0.0750], [-3.7898, -3.6158, -2.4307], [4.3239, 4.7363, 4.4051], [-1.6488, -5.8987, -1.8745], [-0.9952, 0.0228, -4.1749], [2.1743, -2.7874, 1.6821], [-0.4998, -2.3881, 3.9847], [3.9918, 0.8294, -2.0231], [-2.4734, -1.3043, 4.8258], [-0.8871, -0.5972, -1.1707], [-5.6240, 0.9100, -1.6936], [0.8717, -5.3930, 4.5944], [-4.2668, 2.0368, 5.2985], [3.0191, 2.3451, -1.2263], [0.7912, -4.6859, -3.8828], [-0.9870, -4.7008, 5.4485], [4.2386, 3.2584, 0.0266], [-0.1083, -2.4910, 0.5092], [-2.7325, -4.7272, -0.4246], [0.2261, -2.6223, -2.6788], [-2.4287, -3.4883, -5.6195], [-3.6982, 0.3100, 2.1945], [-3.0863, -1.8767, -4.3735], [1.8652, -3.9358, -0.6942], [-1.9814, -4.7313, -1.2066], [3.7777, -0.6567, 2.0335], [-3.7991, 1.0727, 5.1646], [-1.3334, -3.5404, -1.5224], [-0.0217, -2.1177, -5.7699], [-4.3715, -0.0954, 5.6548], [1.7710, 1.3121, 0.7603], [-2.7529, -3.6943, 6.1044], [1.5615, -2.6383, 0.1955], [-0.2317, 0.0852, -0.2209], [-3.4119, 0.3401, -0.8274], [-6.9359, -0.7740, -2.9621], [-2.1585, -6.8243, -1.6344], [2.2386, 5.9183, 1.9983], [4.9433, -1.3080, 2.4175], [1.2032, -3.3171, 3.2923], [-1.6091, -2.4845, 4.7499], [1.1311, 3.5852, -6.8231], [0.6190, -3.6944, -7.0670], [3.7860, 0.6007, -5.2881], [0.4083, 0.9228, -2.1357], [-1.3870, -4.0056, -6.3760], [-1.5102, -4.9399, -6.9101], [-4.2060, 4.3976, -0.5296], [1.7772, 3.2010, -3.3140], [1.2964, 2.6712, -6.2664], [1.3645, 3.6782, 2.4948], [3.7907, 7.8470, 2.1786], [-3.4317, -1.6773, -1.5598], [-0.6592, -5.8774, -2.8481], [-2.8057, 1.0422, -4.4929], [5.7573, -1.4426, 1.7206], [-2.6132, 0.9637, 4.4577], [2.4892, 2.9143, 4.0203], [1.8917, -0.5123, -4.1708], [-2.2673, -2.2964, -4.9382], [-0.3886, -6.7908, -3.3653], [3.7258, 4.0797, 0.5277], [-1.0545, -1.6117, -4.9820], [-5.4280, -2.2916, -2.7719], [4.6254, 1.1744, -2.8422], [2.3876, 3.6683, -2.5438], [0.7131, 1.4161, 3.8902], [3.9424, -2.0231, 5.5694], [-5.2308, -0.0843, -1.8573], [6.0014, 5.7786, 5.2059], [3.4130, 2.6530, -6.6163], [-1.9673, 3.7165, 0.2466], [5.1792, 5.8157, 4.4986], [5.1096, 3.6560, -0.4993], [-1.9851, -0.1876, 4.2609], [-3.7981, 1.2068, 1.5996], [-0.1897, -3.3104, -6.4568], [1.7785, 4.4085, -2.0219], [-0.4951, -0.0340, -2.4137], [-5.9595, -1.0277, -2.5656], [-2.6455, 1.9665, 1.2922], [2.5762, 2.1512, -6.1461], [-2.1402, 1.8341, 4.0183], [3.0737, 5.9034, 2.6841], [1.4521, 1.8229, -0.1473], [-5.3307, -0.0689, 6.1574], [0.0040, -4.6981, -3.1407], [0.2248, 2.0293, -5.6633], [1.9818, -0.7442, 4.7275], [-5.9120, 0.9957, 1.4400], [5.0060, 6.9459, 3.7010], [-4.1343, -2.2058, 5.8725], [0.9108, -1.5825, -5.8626], [-3.3737, -4.0149, -5.5662], [-5.2244, 2.7578, 0.4162], [0.3419, -3.4222, 3.9481], [3.2483, 4.7512, 3.4872], [1.7214, 0.3635, -4.7855], [2.8262, -0.9441, 4.0767], [-3.7013, -1.2897, 5.4959], [2.0685, -1.2755, -0.5175], [0.9315, 2.7310, 0.1635], [-0.7799, 2.4238, -5.7486], [-5.9860, -3.0293, -3.3385], [-0.5469, 2.6838, 1.8157], [-0.2723, -0.5070, 2.2477], [4.9868, -1.8185, 3.6952], [-1.8672, -3.6406, 5.4886], [4.5865, 2.5649, 0.7941], [2.7855, 0.9991, -5.4002], [0.4284, 0.8691, -4.9293], [3.9246, -1.6381, 4.5600], [-4.1797, -2.6198, -2.2614], [0.5199, 0.9571, -0.8418], [3.3052, 0.0659, -2.3841], [-6.2119, 3.0842, 0.1074], [0.4896, 2.6879, 2.6293]]}

***

Copy entry 1 word for word.
{"formula": "CH5NOP", "method": "wB97M-V/def2-TZVPD", "gap_ha": 0.26318, "e_lumo_ev": 4.81, "total_charge": -1, "de_lowest_kcal_mol": 111.1, "species": ["H", "O", "C", "P", "H", "N", "H", "H", "H"], "xyz": [[-1.3623, -0.9194, 0.9768], [2.9715, -0.0622, -0.1189], [0.8190, -0.7231, -0.0902], [-0.8852, -0.1680, -0.3075], [1.1811, -1.6642, 0.3145], [1.7159, 0.1719, -0.1361], [-0.0430, 1.2229, -1.2997], [-0.8178, 0.9396, 0.5374], [1.1732, 1.1643, -0.3845]]}